No. 1
Computed, not measured: a structure of composition C16H20O12Pd, with ωB97M-V/def2-TZVPD.

The geometry in XYZ format:
```
49
Properties=species:S:1:pos:R:3:forces:R:3:mulliken_spin:R:1
Pd -4.690904 -16.150866 5.011307 -1.08 2.78 1.72 1.38
C -3.669974 -13.046462 8.118484 -1.38 0.10 -0.63 -0.01
C -3.626344 -14.558629 7.989294 1.50 -1.50 -0.38 0.00
O -4.355634 -15.182609 7.018659 -0.65 -0.15 -0.14 0.17
H -2.937847 -12.671393 8.835732 0.22 0.08 -0.20 0.00
H -4.658547 -12.655004 8.383191 -0.06 -0.28 0.32 0.00
H -3.583613 -12.664785 7.096865 0.64 0.24 0.14 0.00
H -3.750678 -15.103358 8.947889 -0.83 0.39 0.45 0.02
H -2.539148 -14.799225 7.910941 0.43 0.22 -0.49 0.00
C -7.901404 -18.329676 5.069914 0.51 -0.64 1.59 0.00
C -7.677691 -16.822432 4.893327 0.36 -0.20 -1.62 -0.03
O -6.782619 -16.233586 5.730206 0.33 -0.81 -0.16 0.29
H -8.499169 -18.840768 4.311769 -0.22 0.23 -0.03 0.00
H -8.290068 -18.512476 6.083583 -0.61 0.04 -0.16 0.00
H -6.953631 -18.880044 5.158266 0.28 0.35 -0.60 0.00
H -8.671837 -16.348144 4.835620 -0.12 0.26 0.67 0.02
H -7.393403 -16.749341 3.823920 0.34 0.25 -0.13 0.01
C -4.536752 -12.549780 2.361448 0.10 2.08 -2.00 0.01
C -4.650487 -11.134371 2.136821 -0.35 0.67 1.72 0.00
C -5.586413 -10.332882 3.172577 -0.56 1.16 0.24 0.00
O -5.625745 -9.076906 3.115849 0.36 -0.56 -0.75 0.00
C -6.325072 -11.023256 4.150084 0.45 -0.33 -2.02 0.00
C -6.093685 -12.385541 4.366554 -0.68 0.74 2.41 0.00
C -5.129208 -13.107623 3.423849 0.25 -3.25 2.32 -0.01
O -4.765286 -14.323264 3.743790 -0.32 -0.29 -0.25 0.10
O -6.552173 -12.885973 5.425622 0.51 -0.98 -1.57 0.00
O -3.988368 -10.456892 1.362632 0.10 -0.25 -0.73 0.00
H -3.898262 -13.101729 1.683498 0.15 -0.21 0.24 0.00
H -7.140367 -10.546365 4.673000 0.30 0.25 0.35 0.00
C -5.458914 -20.129833 0.944738 -0.16 -1.90 -0.19 0.00
C -4.083510 -19.632738 0.592112 -0.71 1.69 0.16 0.00
O -3.747513 -18.964587 1.825023 1.99 -0.05 -0.22 0.00
C -4.835919 -18.604656 2.496699 -0.83 -0.73 0.09 0.00
O -4.927910 -17.873756 3.420986 0.28 -0.08 -0.38 0.01
O -5.884731 -19.310256 2.003083 -0.89 0.39 -0.30 0.00
H -5.413811 -21.165630 1.302087 0.18 0.03 0.29 0.00
H -6.159235 -20.210313 0.113383 -0.13 0.79 0.04 0.00
H -4.133631 -18.816348 -0.131819 0.02 -0.22 -0.32 0.00
H -3.367435 -20.369630 0.245070 0.17 -0.07 0.57 0.00
C -6.122628 -19.970833 7.884559 1.59 -0.36 0.32 0.00
C -5.647768 -20.919782 6.752482 -1.50 3.17 -0.48 0.00
O -4.479464 -20.234127 6.263601 1.37 -1.67 0.17 0.00
C -4.473486 -18.958826 6.675606 -1.56 1.06 0.18 0.01
O -3.892101 -18.065120 6.149569 0.81 -0.75 0.15 0.02
O -5.358965 -18.794145 7.681454 0.30 0.43 -0.50 0.00
H -5.731334 -20.338121 8.838589 -0.96 -0.19 0.26 0.00
H -7.172436 -19.700262 7.809490 -0.02 -0.28 0.38 0.00
H -6.306631 -20.625362 5.929952 -0.62 -1.56 0.01 0.00
H -5.619713 -21.950905 7.080068 0.72 -0.11 -0.52 0.00
```
Positions in Å, forces in eV/Å.

- Charge: -2
- <S²>: 2.0092
- E: -44959.4227 eV
- HOMO-LUMO gap (alpha / beta): 0.11906 / 0.11892 Eh
- Multiplicity: 3
- Energy above the lowest of the compared OMol25 structures with the same formula, charge and spin: 3.911 eV


No. 2
Computed, not measured: a structure of composition C14H25IrNO5P2, with ωB97M-V/def2-TZVPD.

The geometry in XYZ format:
```
48
Properties=species:S:1:pos:R:3:forces:R:3:mulliken_spin:R:1
Ir -0.741521 0.255669 -0.883556 -0.80 3.22 -1.35 1.03
H -0.040617 1.716269 -0.173250 1.57 0.27 -0.36 0.17
H 0.447959 1.576689 -0.898227 0.20 0.48 1.38 0.02
P -2.225384 1.344232 0.486764 -2.49 1.21 2.11 0.20
P 0.180508 0.597028 -2.978986 0.28 -0.07 -2.15 0.21
C 0.126134 -1.006743 -3.838523 0.06 0.19 0.14 0.01
H 0.534267 -0.902359 -4.847951 -0.07 -0.01 0.08 0.01
H 0.733049 -1.722077 -3.268978 -0.27 0.09 -0.21 0.00
H -0.914526 -1.345654 -3.885639 0.24 -0.05 -0.07 0.00
C -0.574072 1.823327 -4.099680 -0.05 -0.10 0.28 0.01
H -0.454183 2.829555 -3.685654 0.00 -0.13 -0.05 0.00
H -0.093604 1.779799 -5.083612 -0.02 -0.03 0.19 0.01
H -1.642677 1.615892 -4.207685 0.15 0.00 -0.02 0.00
C 1.948284 1.043573 -2.893368 -0.22 -0.14 0.19 0.03
H 2.501723 0.206524 -2.439106 -0.11 0.53 -0.25 0.00
H 2.337094 1.241153 -3.901769 -0.14 -0.08 0.24 0.01
H 2.056028 1.942181 -2.274343 0.17 -0.13 -0.18 -0.01
C -3.451462 2.560402 -0.107912 0.21 -0.05 -0.06 0.02
H -4.108566 2.854868 0.718043 0.14 -0.01 -0.13 0.01
H -2.928446 3.442036 -0.494652 -0.17 -0.11 0.01 0.00
H -4.053918 2.109041 -0.904390 0.10 0.12 0.13 0.00
C -3.289276 0.135569 1.346562 0.19 -0.20 -0.14 0.02
H -2.674418 -0.597160 1.883027 -0.19 0.06 -0.13 -0.01
H -3.926798 0.659710 2.068255 0.14 -0.02 -0.16 0.01
H -3.926767 -0.379558 0.618163 0.11 0.03 0.19 0.00
C -1.383670 2.217206 1.855763 0.16 -0.06 -0.19 0.04
H -0.819078 3.056103 1.432217 -0.04 -0.04 0.20 0.00
H -2.106890 2.602072 2.590993 0.14 -0.15 -0.34 0.01
H -0.682628 1.539690 2.359072 -0.13 0.16 -0.08 -0.01
C -1.840783 -1.294594 -1.088604 -3.64 -6.18 0.09 0.10
O -2.374450 -2.320914 -1.085759 1.36 3.29 -0.34 0.01
H -1.823450 1.273239 -1.561156 0.54 -0.20 -0.11 0.04
O 2.570214 -1.485907 -1.168663 1.26 -0.14 -1.45 0.91
C 1.623498 -1.571943 -0.372897 -3.33 -0.88 4.64 0.33
O 0.338576 -1.564919 -0.682956 3.61 -0.85 -0.18 0.24
C 1.893101 -1.770775 1.096797 -2.36 1.47 -2.11 0.20
C 0.961049 -1.407827 2.096116 -0.39 -0.03 -0.12 0.16
C 1.290759 -1.516013 3.443596 -2.07 0.89 -1.37 0.21
C 2.522031 -2.086082 3.826693 2.59 -1.26 -0.11 0.52
C 3.427946 -2.512138 2.827905 0.00 0.30 -0.07 -0.05
C 3.121685 -2.328682 1.482572 2.87 -1.10 2.06 0.38
N 2.815767 -2.249080 5.215821 1.45 -0.69 2.74 -0.04
O 1.974038 -1.839185 6.053313 0.75 -0.37 -1.88 0.18
O 3.895585 -2.784580 5.565441 -2.20 1.09 -1.41 0.00
H -0.029112 -1.022111 1.848588 0.39 -0.08 -0.10 0.02
H 0.605795 -1.146925 4.199863 0.11 -0.13 0.02 -0.02
H 4.380372 -2.948192 3.108883 -0.18 0.00 0.11 0.01
H 3.820837 -2.618408 0.702868 0.07 -0.11 0.33 0.02
```
Positions in Å, forces in eV/Å.

- Charge: +2
- <S²>: 8.8132
- E: -48040.8176 eV
- HOMO-LUMO gap (alpha / beta): 0.21519 / 0.17689 Eh
- Multiplicity: 6